[1]
{
  "formula": "C4H7NO2",
  "method": "ωB97M-V/def2-TZVPD",
  "relative_energy_kcal_mol": 42.4,
  "gap_ev": 9.7,
  "lumo_ev": 0.804,
  "symbols": ["O", "C", "C", "C", "N", "C", "O", "H", "H", "H", "H", "H", "H", "H"],
  "xyz": [[-0.383, -0.598, 2.311], [-0.375, 0.366, 1.275], [0.310, -0.198, 0.056], [1.590, 0.030, -0.241], [-0.490, -1.150, -0.609], [-1.190, 1.514, -1.719], [-0.522, 1.704, -2.620], [-0.539, -1.447, 1.873], [-1.404, 0.671, 1.018], [0.147, 1.254, 1.643], [2.210, 0.639, 0.407], [2.067, -0.439, -1.098], [-0.027, -1.567, -1.408], [-1.394, -0.779, -0.887]]
}

[2]
{
  "formula": "C5H6AlO4",
  "method": "ωB97M-V/def2-TZVPD",
  "relative_energy_kcal_mol": 2.7,
  "gap_ev": [5.9, 5.9],
  "total_charge": 1,
  "lumo_ev": [-6.626, -6.627],
  "symbols": ["O", "O", "C", "C", "C", "H", "H", "H", "H", "Al", "O", "O", "C", "C", "H", "H"],
  "xyz": [[0.086, 1.048, 0.935], [-1.247, 0.124, -0.556], [-2.414, -0.600, -0.396], [-3.593, -0.024, -0.588], [-0.263, 0.002, 0.336], [-2.276, -1.598, 0.027], [-0.254, -0.951, 0.890], [-4.494, -0.575, -0.324], [-3.687, 1.053, -0.730], [1.477, 1.672, 1.123], [2.558, 1.697, -0.301], [2.865, 0.581, 1.510], [2.926, 0.524, 0.189], [2.679, -0.675, -0.505], [2.948, -1.612, -0.014], [2.690, -0.665, -1.596]]
}

[3]
{
  "formula": "C49H146N18O19",
  "method": "ωB97M-V/def2-TZVPD",
  "gap_ev": 8.8,
  "lumo_ev": 0.239,
  "symbols": ["C", "O", "N", "N", "H", "H", "H", "H", "C", "O", "N", "N", "H", "H", "H", "H", "C", "O", "N", "N", "H", "H", "H", "H", "C", "O", "N", "N", "H", "H", "H", "H", "C", "O", "H", "H", "H", "H", "C", "O", "H", "H", "H", "H", "C", "O", "H", "H", "H", "H", "C", "O", "H", "H", "H", "H", "C", "O", "H", "H", "H", "H", "C", "C", "C", "O", "C", "N", "H", "H", "H", "H", "H", "H", "H", "H", "H", "H", "H", "C", "C", "C", "O", "C", "N", "H", "H", "H", "H", "H", "H", "H", "H", "H", "H", "H", "C", "C", "C", "O", "C", "N", "H", "H", "H", "H", "H", "H", "H", "H", "H", "H", "H", "C", "C", "C", "O", "C", "N", "H", "H", "H", "H", "H", "H", "H", "H", "H", "H", "H", "C", "C", "C", "O", "C", "N", "H", "H", "H", "H", "H", "H", "H", "H", "H", "H", "H", "C", "C", "C", "O", "C", "N", "H", "H", "H", "H", "H", "H", "H", "H", "H", "H", "H", "C", "C", "C", "O", "C", "N", "H", "H", "H", "H", "H", "H", "H", "H", "H", "H", "H", "C", "C", "C", "O", "C", "N", "H", "H", "H", "H", "H", "H", "H", "H", "H", "H", "H", "C", "C", "C", "O", "C", "N", "H", "H", "H", "H", "H", "H", "H", "H", "H", "H", "H", "C", "C", "C", "O", "C", "N", "H", "H", "H", "H", "H", "H", "H", "H", "H", "H", "H"],
  "xyz": [[3.536, -1.400, 3.190], [4.181, -1.936, 2.360], [3.740, -0.168, 3.585], [2.510, -1.836, 3.846], [3.211, 0.348, 4.274], [4.459, 0.315, 3.065], [2.089, -1.233, 4.538], [2.028, -2.667, 3.533], [-0.352, 4.948, -3.376], [0.043, 3.801, -3.344], [0.277, 5.994, -3.810], [-1.472, 5.321, -2.937], [1.067, 5.833, -4.418], [-0.314, 6.811, -3.873], [-1.795, 6.278, -2.938], [-2.128, 4.626, -2.608], [-0.066, -4.892, 4.211], [0.600, -4.016, 3.722], [0.300, -5.597, 5.236], [-1.177, -5.304, 3.686], [0.912, -5.294, 5.980], [-0.416, -6.285, 5.418], [-1.572, -4.670, 3.006], [-1.595, -6.134, 4.082], [-0.196, 0.810, 0.687], [-0.318, 1.947, 1.122], [-0.711, -0.223, 1.229], [0.676, 0.406, -0.161], [-1.467, -0.193, 1.898], [-0.632, -0.974, 0.558], [0.662, -0.581, -0.379], [1.407, 1.039, -0.450], [-0.255, 1.469, -5.853], [-0.932, 1.401, -4.590], [-0.264, 2.531, -6.098], [0.772, 1.137, -5.701], [-0.630, 0.909, -6.710], [-0.419, 2.080, -4.147], [3.045, -4.794, 1.162], [2.486, -3.555, 0.998], [3.991, -4.945, 0.641], [3.117, -4.945, 2.239], [2.333, -5.494, 0.725], [2.910, -2.857, 1.502], [-2.001, 1.874, -1.685], [-2.850, 2.330, -2.725], [-1.324, 1.165, -2.161], [-1.236, 2.601, -1.412], [-2.579, 1.476, -0.851], [-2.406, 2.043, -3.526], [4.010, 0.787, 0.216], [3.491, 1.056, -0.992], [5.011, 1.217, 0.245], [3.417, 1.309, 0.967], [3.953, -0.291, 0.366], [2.952, 1.850, -0.987], [1.738, -0.473, -3.589], [2.756, -1.047, -2.824], [0.971, -1.168, -3.931], [1.305, 0.439, -3.178], [2.228, -0.213, -4.528], [3.306, -0.388, -2.395], [2.055, -4.483, -6.801], [1.996, -3.512, -5.616], [1.465, -4.156, -4.361], [2.271, -5.277, -3.944], [1.770, -6.071, -2.864], [3.381, -3.141, -5.419], [2.880, -5.194, -6.744], [2.234, -3.996, -7.760], [1.183, -5.125, -6.928], [1.348, -2.652, -5.786], [0.422, -4.457, -4.458], [1.463, -3.481, -3.504], [1.115, -6.862, -3.229], [1.171, -5.509, -2.147], [2.628, -6.490, -2.337], [3.464, -2.696, -4.516], [3.882, -3.996, -5.224], [-1.037, -3.741, 0.684], [-0.553, -3.398, -0.707], [-1.674, -3.156, -1.818], [-0.979, -3.072, -3.082], [-1.850, -2.946, -4.217], [0.416, -2.375, -0.770], [-0.292, -3.659, 1.476], [-1.339, -4.786, 0.626], [-1.946, -3.166, 0.858], [-0.049, -4.326, -0.974], [-2.158, -2.199, -1.625], [-2.414, -3.954, -1.748], [-2.648, -3.667, -4.037], [-1.314, -3.143, -5.146], [-2.354, -1.980, -4.210], [1.275, -2.534, -0.262], [0.670, -2.396, -1.748], [-5.863, -2.203, 1.635], [-5.124, -3.479, 2.080], [-4.524, -4.265, 0.855], [-5.490, -4.819, -0.073], [-6.138, -6.086, 0.422], [-4.115, -3.286, 3.098], [-6.691, -2.287, 0.931], [-5.148, -1.533, 1.158], [-6.194, -1.575, 2.463], [-5.931, -4.095, 2.475], [-3.813, -5.002, 1.228], [-3.952, -3.491, 0.343], [-6.577, -5.979, 1.414], [-5.434, -6.914, 0.338], [-6.958, -6.305, -0.261], [-3.808, -2.335, 2.955], [-4.618, -3.198, 3.969], [-6.032, 0.967, -0.597], [-7.558, 1.194, -0.754], [-8.038, 1.226, -2.213], [-9.428, 0.931, -2.404], [-10.146, 2.161, -2.290], [-8.192, 0.101, -0.031], [-5.754, -0.087, -0.566], [-5.674, 1.477, 0.297], [-5.464, 1.418, -1.411], [-7.709, 2.205, -0.374], [-7.361, 0.551, -2.737], [-7.680, 2.173, -2.618], [-11.199, 1.884, -2.335], [-9.876, 2.842, -3.097], [-10.001, 2.693, -1.351], [-9.188, 0.113, -0.201], [-8.113, 0.229, 0.968], [-1.742, -1.829, 6.424], [-1.973, -1.541, 4.888], [-2.782, -0.369, 4.342], [-2.897, -0.550, 2.897], [-3.676, 0.519, 2.305], [-0.627, -1.331, 4.321], [-1.543, -0.873, 6.909], [-0.901, -2.481, 6.661], [-2.692, -2.194, 6.815], [-2.389, -2.487, 4.541], [-2.340, 0.581, 4.643], [-3.730, -0.392, 4.880], [-3.119, 1.421, 2.559], [-4.731, 0.630, 2.555], [-3.653, 0.514, 1.215], [-0.187, -2.192, 4.027], [-0.699, -0.764, 3.488], [0.894, 2.518, 4.291], [1.345, 1.988, 5.657], [0.472, 2.361, 6.928], [0.757, 3.645, 7.307], [0.450, 4.045, 8.666], [1.480, 0.570, 5.492], [1.252, 3.533, 4.121], [-0.186, 2.537, 4.144], [1.306, 2.000, 3.425], [2.377, 2.307, 5.807], [0.745, 1.794, 7.818], [-0.578, 2.159, 6.715], [0.671, 5.104, 8.804], [0.978, 3.325, 9.291], [-0.606, 3.927, 8.909], [0.659, 0.073, 5.178], [1.612, 0.202, 6.423], [2.412, 4.160, 1.043], [2.141, 4.332, -0.418], [3.398, 4.931, -1.257], [3.674, 6.225, -0.695], [4.956, 6.701, -1.080], [1.663, 3.118, -0.943], [2.895, 5.069, 1.403], [3.038, 3.309, 1.311], [1.469, 3.994, 1.564], [1.322, 5.038, -0.560], [3.165, 4.980, -2.321], [4.173, 4.171, -1.166], [5.014, 6.878, -2.154], [5.660, 5.915, -0.808], [5.114, 7.644, -0.556], [1.416, 3.326, -1.900], [0.850, 2.763, -0.460], [4.275, 4.279, -6.875], [3.369, 3.557, -5.895], [4.180, 3.077, -4.625], [4.722, 1.810, -5.008], [5.694, 1.290, -4.077], [2.233, 4.335, -5.530], [3.713, 4.631, -7.740], [5.034, 3.604, -7.271], [4.793, 5.112, -6.401], [2.968, 2.636, -6.319], [3.552, 2.950, -3.744], [5.001, 3.756, -4.394], [5.305, 1.240, -3.059], [6.665, 1.784, -4.101], [5.890, 0.249, -4.337], [1.662, 3.796, -4.895], [1.683, 4.329, -6.378], [9.092, -4.407, 0.767], [8.323, -3.683, -0.292], [6.768, -4.037, -0.291], [6.048, -3.615, -1.433], [5.390, -2.346, -1.365], [8.486, -2.283, -0.082], [8.956, -5.484, 0.666], [8.548, -4.182, 1.684], [10.135, -4.120, 0.901], [8.682, -3.904, -1.297], [6.340, -3.751, 0.670], [6.548, -5.093, -0.451], [6.101, -1.548, -1.150], [4.648, -2.357, -0.566], [4.925, -2.104, -2.320], [9.392, -2.079, -0.478], [7.912, -1.900, -0.820], [-5.869, 3.375, 3.252], [-5.007, 4.562, 3.194], [-3.619, 4.241, 2.586], [-2.714, 5.345, 2.496], [-1.342, 5.026, 2.123], [-5.581, 5.643, 2.399], [-6.815, 3.612, 3.738], [-5.427, 2.564, 3.831], [-6.013, 2.981, 2.246], [-4.838, 4.964, 4.193], [-3.696, 3.904, 1.552], [-3.283, 3.386, 3.174], [-1.230, 4.905, 1.045], [-0.915, 4.118, 2.550], [-0.648, 5.842, 2.326], [-4.977, 6.442, 2.524], [-6.445, 6.041, 2.740]]
}

[4]
{
  "formula": "C6H6N2O3S",
  "method": "ωB97M-V/def2-TZVPD",
  "relative_energy_kcal_mol": 92.1,
  "gap_ev": 9.4,
  "lumo_ev": -0.812,
  "symbols": ["C", "C", "C", "C", "C", "C", "N", "N", "O", "O", "O", "S", "H", "H", "H", "H", "H", "H"],
  "xyz": [[2.885, -1.042, 0.796], [1.241, 1.186, -0.007], [-2.536, 0.850, -1.288], [-2.478, 0.741, 0.026], [1.966, -1.030, -0.308], [2.116, 0.357, -0.884], [3.488, -1.342, 1.754], [0.455, 1.709, 0.650], [-1.026, -1.301, 0.045], [-1.725, -0.469, 2.237], [2.703, 0.722, -1.841], [-2.292, -0.905, 0.793], [-2.158, 1.781, -1.747], [-2.576, 0.035, -1.968], [-2.385, 1.620, 0.754], [2.246, -1.655, -1.155], [0.934, -1.180, 0.013], [-0.857, -0.076, 2.129]]
}